DFT (ωB97M-V with the def2-TZVPD basis set) results for an isolated ion of composition C8H12N3S2 and charge +1 at a distorted geometry.

```
! RIJCOSX wB97M-V def2-TZVPD def2/J DEFGRID3
* xyz 1 3
C -2.76935 1.81338 0.92934
C -1.57477 1.10936 0.73468
C -3.84781 1.06581 0.51801
C -1.80846 -0.13628 0.17648
C 1.10043 0.30423 -0.41822
C -0.71394 -1.08574 -0.03593
C 2.22166 1.18265 0.03912
C 1.41796 -1.99516 0.62947
N 0.63215 0.64295 -1.56905
N 0.56516 -0.80225 0.26190
N -0.41502 -0.03264 -2.21921
S -3.50052 -0.41729 -0.10053
S -1.11602 -2.77366 -0.11405
H -2.83180 2.74850 1.31710
H -0.55985 1.30624 0.99165
H -4.95519 1.26922 0.51555
H 3.00492 0.57684 0.28173
H 2.07477 1.88684 0.84343
H 2.30280 1.89252 -0.82909
H 2.52551 -1.78631 0.51639
H 1.04968 -2.44501 1.60902
H 1.14271 -2.79427 -0.07466
H -0.04773 -0.39330 -3.05528
H -1.12930 0.74662 -2.44719
H -2.29217 -2.54907 -0.48702
*
```

Results
- highest occupied orbital energy (spin up / spin down) (eV) = -9.955 / -12.224
- HOMO-LUMO gap (spin up / spin down) (eV) = 6.90 / 5.14
- total energy (a.u.) = -1272.23676
- lowest unoccupied orbital energy (spin up / spin down) (eV) = -3.051 / -7.080
- ⟨S²⟩ = 2.03